Entry 1:
ORCA calculation (ωB97M-V/def2-TZVPD) on a structure of composition C22H43InN2P3S.

Structure (XYZ):
```
72
Properties=species:S:1:pos:R:3:lowdin_charge:R:1
In -0.48 -0.04 -1.37 0.491
P 1.85 0.66 -0.15 0.755
P -2.35 1.62 -0.64 0.714
P 0.81 2.33 -3.28 0.708
H -0.92 -4.77 -0.11 0.040
C -0.14 -5.00 -0.84 -0.056
C 1.15 -4.70 -0.63 -0.067
H 1.50 -4.20 0.28 0.034
C 2.42 -0.33 1.29 -0.239
C 1.76 2.35 0.57 -0.223
C 3.38 0.70 -1.14 -0.223
C -3.92 1.10 -1.42 -0.226
C -2.82 1.85 1.11 -0.246
C -2.15 3.33 -1.23 -0.227
C 1.95 1.36 -4.35 -0.264
C 1.88 3.79 -2.97 -0.269
C -0.21 3.06 -4.63 -0.272
H -0.46 -5.50 -1.76 0.065
H 1.92 -4.99 -1.36 0.065
H 2.22 -1.39 1.11 0.048
H 1.91 -0.01 2.21 0.053
H 3.50 -0.19 1.41 0.074
H 1.07 2.34 1.42 0.051
H 1.40 3.07 -0.17 0.032
H 2.76 2.65 0.92 0.088
H 3.39 -0.18 -1.81 0.065
H 4.24 0.63 -0.45 0.077
H 3.47 1.61 -1.74 0.040
H -4.57 1.98 -1.53 0.081
H -4.41 0.35 -0.78 0.069
H -3.72 0.66 -2.41 0.030
H -3.57 2.65 1.17 0.082
H -1.94 2.14 1.70 0.040
H -3.24 0.93 1.52 0.058
H -3.03 3.91 -0.91 0.081
H -2.06 3.37 -2.33 0.041
H -1.25 3.78 -0.79 0.054
H 2.34 2.03 -5.13 0.069
H 1.41 0.52 -4.81 0.029
H 2.78 0.96 -3.76 0.023
H 2.34 4.11 -3.91 0.066
H 2.67 3.56 -2.24 0.025
H 1.26 4.61 -2.57 0.055
H 0.46 3.58 -5.33 0.070
H -0.91 3.79 -4.20 0.040
H -0.77 2.29 -5.16 0.024
C -0.96 -1.74 -4.28 -0.671
C -1.90 -2.25 -5.20 -0.092
C -1.80 -3.56 -5.65 -0.042
C -0.77 -4.39 -5.18 -0.040
C 0.16 -3.89 -4.25 -0.077
C 0.09 -2.57 -3.82 -0.142
S -1.13 -0.08 -3.78 0.649
H -0.35 -0.71 1.12 0.037
H -2.69 -1.59 -5.55 0.111
H -2.53 -3.94 -6.36 0.125
H -0.69 -5.42 -5.54 0.124
H 0.94 -4.55 -3.85 0.110
H 0.81 -2.17 -3.10 0.069
N -1.33 -3.46 5.32 0.210
C -1.12 -2.74 4.20 -0.246
C -0.76 -3.40 2.99 0.050
C -0.51 -2.64 1.88 -0.034
N -0.62 -1.27 1.94 0.039
C -0.97 -0.61 3.09 -0.039
C -1.23 -1.33 4.23 0.044
H -1.25 -4.47 5.33 0.140
H -1.58 -3.01 6.19 0.141
H -0.67 -4.48 2.95 0.146
H -0.24 -3.07 0.91 0.089
H -1.06 0.47 3.02 0.126
H -1.52 -0.82 5.15 0.145
```

The calculation puts the energy relative to the best compared isomer or geometry (same formula, charge and spin) at 0.000 eV. The LUMO energy (alpha / beta) comes out at -10.860 / -10.860 eV. Its total charge is +3. The largest force on an atom is 2.725 eV Å⁻¹. For the molar mass, the calculation gives 575.41 g/mol. The calculation puts the HOMO-LUMO gap (alpha / beta) at 4.71 / 4.70 eV. For the HOMO energy (alpha / beta), the calculation gives -15.56 / -15.56 eV. The total energy comes out at -70342.223 eV.

Entry 2:
ORCA calculation (ωB97M-V/def2-TZVPD) on a cluster of 11 separate species, C22H44Br22 in total.

Structure (XYZ):
```
88
Properties=species:S:1:pos:R:3:lowdin_charge:R:1
Br 5.13 -5.69 -2.46 0.602
C 4.31 -4.39 -1.24 -0.688
C 2.77 -4.57 -1.04 -0.621
Br 2.12 -3.07 0.08 0.611
H 4.42 -3.42 -1.71 0.027
H 4.91 -4.37 -0.33 0.055
H 2.53 -5.52 -0.56 0.056
H 2.15 -4.59 -1.93 0.048
Br -0.59 -5.32 2.29 0.596
C -1.79 -4.19 3.39 -0.665
C -2.35 -2.95 2.72 -0.655
Br -3.58 -2.04 4.02 0.620
H -1.16 -3.90 4.23 0.032
H -2.62 -4.82 3.70 0.051
H -2.84 -3.14 1.77 0.004
H -1.62 -2.15 2.54 -0.060
Br -2.04 -1.93 -0.60 0.767
C -1.67 -3.12 -2.09 -0.668
C -1.73 -4.57 -1.61 -0.690
Br -1.67 -5.78 -3.16 0.622
H -0.66 -2.86 -2.41 -0.020
H -2.34 -2.83 -2.90 0.048
H -2.70 -4.70 -1.13 0.047
H -0.95 -4.73 -0.86 0.023
Br 0.25 1.58 -1.27 0.691
C 0.72 0.37 0.24 -0.687
C -0.32 0.42 1.37 -0.632
Br 0.54 -0.75 2.74 0.683
H 1.73 0.52 0.63 -0.039
H 0.60 -0.62 -0.21 -0.033
H -1.32 0.06 1.14 -0.053
H -0.40 1.43 1.76 0.052
Br 3.05 2.27 2.58 0.661
C 2.46 4.06 2.23 -0.675
C 3.08 4.94 3.33 -0.674
Br 2.75 6.87 2.98 0.570
H 1.40 3.82 2.29 0.039
H 2.70 4.44 1.24 0.043
H 4.16 4.83 3.43 0.046
H 2.65 4.73 4.31 0.051
Br 3.44 5.16 -2.14 0.590
C 1.57 4.92 -2.78 -0.659
C 1.45 4.95 -4.32 -0.672
Br -0.35 4.61 -5.01 0.590
H 1.02 5.64 -2.18 0.051
H 1.11 3.96 -2.53 -0.022
H 2.10 4.16 -4.69 0.034
H 1.74 5.94 -4.66 0.052
Br 4.53 -0.26 0.87 0.604
C 4.44 -0.04 -1.08 -0.686
C 4.17 1.40 -1.46 -0.577
Br 3.81 1.55 -3.48 0.653
H 3.73 -0.73 -1.53 0.009
H 5.36 -0.42 -1.53 0.062
H 5.07 1.97 -1.21 0.062
H 3.28 1.85 -1.02 0.007
Br 0.28 1.68 -6.86 0.687
C 0.33 0.08 -5.89 -0.783
C 1.30 0.25 -4.74 -0.780
Br 1.37 -1.42 -3.71 0.653
H 0.52 -0.78 -6.53 0.063
H -0.71 -0.11 -5.59 -0.011
H 0.94 1.02 -4.06 -0.020
H 2.25 0.50 -5.22 -0.015
Br -2.28 0.47 -3.40 0.658
C -3.41 1.17 -1.96 -0.707
C -3.19 2.64 -1.70 -0.613
Br -4.85 3.30 -0.74 0.624
H -3.29 0.63 -1.02 -0.008
H -4.43 1.15 -2.33 0.041
H -3.17 3.24 -2.60 0.047
H -2.34 2.88 -1.06 0.013
Br -7.81 -0.87 0.79 0.582
C -6.21 -0.47 1.96 -0.656
C -5.34 0.52 1.23 -0.754
Br -3.75 1.01 2.22 0.663
H -5.62 -1.38 2.00 0.002
H -6.42 -0.32 3.02 0.065
H -5.94 1.42 1.14 0.006
H -5.12 0.10 0.25 0.037
Br -1.48 0.19 8.47 0.512
C -0.77 -0.20 6.58 -0.624
C 0.47 -1.12 6.59 -0.639
Br -0.05 -2.87 7.41 0.546
H -0.44 0.75 6.17 0.052
H -1.57 -0.58 5.95 0.012
H 1.23 -0.66 7.22 0.052
H 0.94 -1.24 5.62 0.010
```

The calculation puts the energy relative to the best compared isomer or geometry (same formula, charge and spin) at 2.312 eV. The LUMO energy comes out at -0.053 eV. The largest force on an atom is 2.014 eV Å⁻¹. For the molar mass, the calculation gives 2066.48 g/mol. The SMILES is BrCCBr.BrCCBr.BrCCBr.BrCCBr.BrCCBr.BrCCBr.BrCCBr.BrCCBr.BrCCBr.BrCCBr.BrCCBr. The calculation puts the HOMO-LUMO gap at 9.98 eV. For the HOMO energy, the calculation gives -10.03 eV. The total energy comes out at -1564462.897 eV.

Entry 3:
ORCA calculation (ωB97M-V/def2-TZVPD) on a structure of composition C22H44CoN3O2P.

Structure (XYZ):
```
73
Properties=species:S:1:pos:R:3:lowdin_spin:R:1
C -0.12 0.24 -2.67 0.072
N -0.75 0.84 -1.58 0.139
C -1.99 1.37 -1.74 0.079
C -2.62 1.43 -2.97 0.123
C -1.98 0.89 -4.09 0.059
C -0.76 0.28 -3.93 0.135
Co -0.28 0.33 0.20 2.867
C -2.71 1.84 -0.48 0.009
N -2.31 1.05 0.73 0.061
C -3.21 -0.07 1.02 0.003
C -3.29 -1.13 -0.07 0.005
C 1.13 -0.41 -2.60 0.480
P 2.01 -0.83 -1.15 0.341
C 3.64 0.08 -1.26 0.030
C 4.62 -0.69 -2.15 0.005
C 2.11 -2.68 -0.97 0.096
C 2.97 -3.06 0.25 0.006
C 0.69 -3.23 -0.79 0.019
C 2.69 -3.41 -2.21 0.027
C 3.37 1.43 -1.95 0.022
C 4.14 0.27 0.19 0.015
C -2.23 1.95 1.94 0.005
C -0.98 2.77 1.83 0.029
H -3.62 1.87 -3.03 0.004
H -2.48 0.93 -5.05 0.001
H -0.22 -0.20 -4.76 0.003
H 1.56 -0.67 -3.59 0.018
H 0.76 -4.32 -0.64 0.000
H 0.16 -2.81 0.08 0.006
H 0.06 -3.06 -1.68 0.003
H 2.64 -4.49 -1.98 0.007
H 2.12 -3.21 -3.12 0.002
H 3.74 -3.16 -2.41 0.001
H 2.82 -4.14 0.43 0.001
H 4.04 -2.89 0.07 0.000
H 2.69 -2.52 1.15 0.001
H 5.53 -0.07 -2.27 0.001
H 4.91 -1.66 -1.74 0.000
H 4.18 -0.84 -3.15 0.001
H 3.08 1.26 -3.00 0.005
H 2.58 2.01 -1.48 0.009
H 4.29 2.03 -1.95 0.001
H 4.40 -0.68 0.67 0.001
H 5.04 0.90 0.19 0.002
H 3.39 0.77 0.82 0.008
H -2.52 2.93 -0.32 0.002
H -3.80 1.76 -0.62 0.002
H -2.86 -0.52 1.95 0.000
H -4.22 0.34 1.22 0.002
H -2.20 1.32 2.85 0.000
H -3.14 2.57 1.98 0.002
H -0.76 3.25 2.79 0.002
H -0.14 2.12 1.60 0.019
H -1.04 3.55 1.07 0.001
H -4.15 -1.78 0.14 0.000
H -3.45 -0.70 -1.07 0.001
H -2.40 -1.76 -0.10 0.003
H 1.47 0.07 -0.09 0.147
C 2.13 4.15 2.25 0.002
H 1.37 4.94 2.28 0.000
H 3.02 4.59 1.80 0.000
H 2.38 3.90 3.28 0.000
O 1.79 2.96 1.52 0.018
H 1.78 3.15 0.55 0.007
C -1.23 -2.55 2.68 0.002
C -0.12 -1.56 2.66 0.010
N 0.74 -1.61 3.69 0.001
O 0.04 -0.68 1.78 0.078
H -1.00 -3.34 3.41 0.000
H -1.37 -3.03 1.69 0.000
H -2.16 -2.06 3.03 0.000
H 1.48 -0.93 3.77 0.000
H 0.58 -2.29 4.42 0.000
```

The calculation puts the energy relative to the best compared isomer or geometry (same formula, charge and spin) at 0.774 eV. The LUMO energy (alpha / beta) comes out at -5.425 / -7.803 eV. Its multiplicity is 6. Its total charge is +2. The expectation value of S² is 8.78. The largest force on an atom is 1.733 eV Å⁻¹. For the molar mass, the calculation gives 472.52 g/mol. The calculation puts the HOMO-LUMO gap (alpha / beta) at 4.82 / 7.34 eV. For the HOMO energy (alpha / beta), the calculation gives -10.24 / -15.14 eV. The total energy comes out at -78992.399 eV.

Entry 4:
ORCA calculation (ωB97M-V/def2-TZVPD) on a structure of composition C22H44N3O2P3Tl.

Structure (XYZ):
```
75
Properties=species:S:1:pos:R:3:lowdin_charge:R:1
Tl -0.16 1.21 -0.05 0.960
P 1.33 -3.01 0.47 0.878
P 1.12 0.43 -2.76 0.801
P -1.62 -1.87 -0.32 0.793
H -1.47 1.73 4.16 0.054
C -1.99 0.77 4.14 -0.070
C -1.41 -0.35 4.65 -0.079
H -0.41 -0.31 5.11 0.048
C 2.99 -3.19 1.23 -0.258
C 1.64 -4.12 -0.97 -0.257
C 0.44 -4.21 1.56 -0.255
C 0.82 2.09 -3.45 -0.267
C 2.93 0.39 -2.87 -0.234
C 0.70 -0.63 -4.21 -0.225
C -2.61 -2.30 1.17 -0.233
C -2.01 -3.30 -1.39 -0.246
C -2.84 -0.72 -1.06 -0.324
H -2.97 0.77 3.68 0.051
H -1.91 -1.32 4.60 0.051
H 2.99 -2.75 2.24 0.012
H 3.73 -2.65 0.62 0.056
H 3.26 -4.25 1.29 0.075
H 2.43 -3.68 -1.58 0.049
H 0.73 -4.22 -1.57 0.027
H 1.96 -5.11 -0.61 0.071
H 0.38 -3.79 2.57 0.052
H 0.99 -5.16 1.59 0.072
H -0.57 -4.39 1.19 0.017
H 1.41 2.18 -4.38 0.076
H 1.17 2.85 -2.73 0.062
H -0.26 2.22 -3.63 0.048
H 3.26 0.95 -3.76 0.076
H 3.24 -0.65 -2.94 0.055
H 3.34 0.84 -1.96 0.042
H 1.15 -0.22 -5.12 0.079
H -0.39 -0.66 -4.30 0.049
H 1.08 -1.63 -3.99 0.049
H -3.67 -2.22 0.89 0.069
H -2.40 -1.59 1.98 0.032
H -2.39 -3.31 1.51 0.044
H -3.09 -3.35 -1.52 0.073
H -1.64 -4.23 -0.96 0.047
H -1.53 -3.14 -2.37 0.051
H -3.80 -1.24 -1.16 0.075
H -2.50 -0.39 -2.04 0.052
H -2.97 0.16 -0.41 0.005
C -3.49 2.97 -1.69 -0.271
C -3.51 4.19 -2.38 0.009
C -4.62 5.01 -2.21 -0.021
C -5.74 4.54 -1.50 -0.013
C -5.76 3.23 -1.01 -0.024
C -4.64 2.40 -1.14 0.007
O -2.26 2.41 -1.39 -0.132
H -1.57 2.87 -1.90 0.072
H -2.64 4.51 -2.97 0.132
H -4.64 6.01 -2.64 0.134
H -6.60 5.20 -1.32 0.135
H -6.65 2.84 -0.51 0.128
H -4.64 1.35 -0.86 0.104
C 4.57 3.22 1.21 0.019
N 4.00 2.05 1.86 -0.035
C 4.63 1.53 2.95 0.016
C 4.11 0.45 3.57 0.034
C 2.90 -0.07 3.07 -0.350
N 2.28 0.45 2.02 0.170
C 2.80 1.54 1.41 -0.498
O 2.27 2.07 0.39 -0.189
N 2.35 -1.22 3.62 0.136
H 4.68 4.02 1.95 0.118
H 3.90 3.55 0.40 0.095
H 5.55 2.95 0.80 0.116
H 5.55 2.05 3.21 0.157
H 4.59 -0.01 4.42 0.127
H 2.68 -1.44 4.55 0.127
H 1.34 -1.29 3.53 0.093
```

The calculation puts the energy relative to the best compared isomer or geometry (same formula, charge and spin) at 2.616 eV. The LUMO energy (alpha / beta) comes out at -12.775 / -12.744 eV. Its total charge is +3. The largest force on an atom is 2.394 eV Å⁻¹. For the molar mass, the calculation gives 679.92 g/mol. The calculation puts the HOMO-LUMO gap (alpha / beta) at 3.63 / 1.97 eV. For the HOMO energy (alpha / beta), the calculation gives -16.41 / -14.72 eV. The total energy comes out at -64624.850 eV.

Entry 5:
ORCA calculation (ωB97M-V/def2-TZVPD) on a cluster of 4 separate species, C22H44N3O7P in total.

Structure (XYZ):
```
77
Properties=species:S:1:pos:R:3:lowdin_charge:R:1
C -0.35 2.54 3.30 0.051
C -1.30 2.42 2.23 -0.060
C -0.92 2.64 0.70 -0.396
O 0.28 2.48 0.38 0.046
O -1.82 3.05 -0.31 -0.049
C -3.05 2.27 -0.27 -0.184
C -2.86 0.81 -0.91 -0.154
C -4.13 -0.16 -0.74 -0.203
C -4.61 -0.39 0.77 -0.206
C -3.58 -1.18 1.70 -0.272
C -2.91 -2.46 1.03 -0.406
P -1.17 -2.63 1.84 0.852
C -0.21 -1.18 1.01 -0.412
C 1.20 -0.91 1.72 -0.246
C 2.45 -1.46 0.88 -0.104
C 2.66 -0.76 -0.53 -0.371
O 1.75 -0.32 -1.27 0.071
O 4.01 -0.58 -1.02 -0.008
H -0.73 3.03 4.27 0.069
H 0.71 2.15 3.24 0.070
H -2.37 2.18 2.51 0.091
H -3.78 2.82 -0.97 0.141
H -3.53 2.27 0.76 0.099
H -1.87 0.33 -0.58 0.101
H -2.74 0.98 -2.04 0.123
H -3.92 -1.13 -1.31 0.096
H -5.01 0.34 -1.30 0.115
H -4.79 0.64 1.28 0.098
H -5.65 -0.88 0.75 0.115
H -2.77 -0.51 2.17 0.073
H -4.19 -1.57 2.60 0.111
H -2.70 -2.37 -0.10 0.038
H -3.44 -3.45 1.24 0.078
H -0.57 -3.89 1.51 -0.094
H -0.14 -1.47 -0.09 0.073
H -0.86 -0.25 1.19 0.047
H 1.18 -1.45 2.73 0.096
H 1.25 0.20 1.96 0.093
H 3.39 -1.23 1.50 0.123
H 2.39 -2.61 0.80 0.136
H 4.16 -1.39 -1.58 0.111
C -3.46 -3.69 -4.39 -0.011
C -2.47 -2.98 -3.50 -0.546
O -2.43 -3.16 -2.29 0.003
N -1.59 -2.12 -4.09 0.016
C -1.47 -1.78 -5.49 -0.070
H -4.08 -4.34 -3.77 0.083
H -4.10 -2.97 -4.89 0.085
H -2.94 -4.31 -5.12 0.085
H -0.96 -1.68 -3.43 0.140
H -0.47 -2.03 -5.83 0.070
H -1.62 -0.70 -5.59 0.086
H -2.20 -2.30 -6.11 0.074
C 2.93 0.38 -4.48 -0.002
C 2.97 -0.64 -5.59 -0.544
O 1.95 -1.03 -6.14 0.016
N 4.18 -1.13 -5.97 0.000
C 5.48 -0.79 -5.44 -0.080
H 1.90 0.67 -4.29 0.088
H 3.34 -0.05 -3.56 0.058
H 3.49 1.27 -4.77 0.090
H 4.12 -1.80 -6.72 0.139
H 6.09 -0.40 -6.26 0.083
H 5.95 -1.71 -5.07 0.081
H 5.43 -0.06 -4.64 0.076
C 1.45 4.19 7.91 -0.010
C 1.55 3.18 6.79 -0.538
O 0.56 2.80 6.17 0.008
N 2.78 2.70 6.48 0.004
C 4.05 3.02 7.08 -0.078
H 0.41 4.48 8.04 0.085
H 1.80 3.75 8.84 0.086
H 2.03 5.08 7.66 0.086
H 2.76 2.03 5.72 0.141
H 4.71 3.41 6.31 0.084
H 4.48 2.09 7.48 0.084
H 3.95 3.74 7.89 0.075
```

The LUMO energy comes out at 0.271 eV. The largest force on an atom is 4.514 eV Å⁻¹. For the molar mass, the calculation gives 493.58 g/mol. The SMILES is C=CC(=O)OCCCCCCPCCCC(=O)O.CNC(C)=O.CNC(C)=O.CNC(C)=O. The calculation puts the HOMO-LUMO gap at 7.84 eV. For the HOMO energy, the calculation gives -7.57 eV. The total energy comes out at -51615.468 eV.

Entry 6:
ORCA calculation (ωB97M-V/def2-TZVPD) on a structure of composition C22H45AlN2P3S.

Structure (XYZ):
```
74
Properties=species:S:1:pos:R:3:lowdin_charge:R:1
Al 0.04 0.06 0.11 -0.121
P -2.09 2.13 0.16 0.782
P -1.79 -1.23 1.37 0.800
P 1.60 1.96 -0.55 0.795
H -1.83 -4.85 -1.09 0.065
C -1.03 -4.47 -1.73 -0.076
C 0.27 -4.73 -1.51 -0.070
H 0.63 -5.35 -0.68 0.071
C -3.24 2.12 -1.28 -0.290
C -3.32 2.24 1.52 -0.238
C -1.49 3.86 0.08 -0.234
C -1.02 -2.88 1.61 -0.234
C -2.40 -0.88 3.06 -0.216
C -3.31 -1.66 0.44 -0.229
C 3.11 0.99 -0.88 -0.226
C 2.20 3.18 0.67 -0.205
C 1.40 2.93 -2.07 -0.229
H -1.32 -3.79 -2.54 0.048
H 1.02 -4.40 -2.23 0.037
H -3.98 2.93 -1.18 0.076
H -3.77 1.15 -1.33 0.044
H -2.68 2.25 -2.21 0.019
H -3.96 3.11 1.33 0.076
H -2.80 2.38 2.48 0.044
H -3.93 1.33 1.56 0.042
H -2.36 4.53 0.03 0.076
H -0.87 4.01 -0.82 0.033
H -0.90 4.10 0.97 0.041
H -1.77 -3.55 2.05 0.077
H -0.16 -2.78 2.29 0.054
H -0.65 -3.30 0.67 0.010
H -3.02 -1.72 3.38 0.080
H -2.98 0.04 3.12 0.033
H -1.56 -0.79 3.75 0.053
H -3.82 -2.48 0.97 0.074
H -3.06 -1.98 -0.57 0.043
H -3.99 -0.80 0.36 0.042
H 3.82 1.62 -1.43 0.073
H 2.85 0.10 -1.48 0.035
H 3.55 0.65 0.07 0.054
H 3.00 3.79 0.23 0.084
H 2.57 2.66 1.56 0.056
H 1.37 3.83 0.99 0.039
H 2.36 2.94 -2.60 0.069
H 1.08 3.96 -1.83 0.059
H 0.64 2.46 -2.70 0.020
C 0.01 -0.52 -3.30 -0.527
C -0.24 -0.13 -4.63 -0.028
C 0.50 -0.66 -5.68 0.016
C 1.50 -1.62 -5.44 0.077
C 1.76 -2.00 -4.12 0.011
C 1.01 -1.48 -3.06 -0.068
S -0.98 0.18 -2.06 0.955
H 0.82 -1.36 0.00 -0.013
H -1.03 0.60 -4.81 0.132
H 0.30 -0.35 -6.71 0.146
H 2.05 -2.06 -6.27 0.155
H 2.54 -2.74 -3.92 0.141
H 1.19 -1.82 -2.04 0.067
C 3.67 -1.85 3.40 0.014
C 2.60 -0.86 3.13 -0.252
C 1.97 0.11 3.91 0.069
C 1.02 0.76 3.11 -0.302
N 1.07 0.18 1.87 -0.069
N 2.07 -0.74 1.91 0.031
C 0.07 1.82 3.45 -0.002
H 4.65 -1.36 3.41 0.109
H 3.52 -2.35 4.36 0.108
H 3.71 -2.63 2.62 0.095
H 2.20 0.32 4.94 0.133
H 2.15 -1.42 1.16 0.114
H -0.94 1.42 3.61 0.070
H 0.39 2.29 4.39 0.115
H 0.04 2.59 2.67 0.067
```

The calculation puts the energy relative to the best compared isomer or geometry (same formula, charge and spin) at 0.230 eV. The LUMO energy (alpha / beta) comes out at -13.371 / -13.367 eV. Its total charge is +3. The largest force on an atom is 2.622 eV Å⁻¹. For the molar mass, the calculation gives 489.59 g/mol. The calculation puts the HOMO-LUMO gap (alpha / beta) at 3.70 / 3.71 eV. For the HOMO energy (alpha / beta), the calculation gives -17.07 / -17.07 eV. The total energy comes out at -71796.704 eV.